Entry from the Open Molecules 2025 dataset: C43H46BrF2IMoN3S as an isolated structure (ωB97M-V/def2-TZVPD).

Geometry as XYZ:
```
98
Properties=species:S:1:pos:R:3
Mo -0.069 -0.820 0.304
F -1.829 -4.097 4.329
C -0.860 -3.920 3.424
C -0.934 -2.836 2.570
C 0.048 -2.613 1.608
C 1.117 -3.527 1.535
C 1.143 -4.597 2.421
F 2.149 -5.490 2.395
C 0.172 -4.821 3.373
C 2.155 -3.275 0.516
C 3.269 -4.076 0.273
C 4.167 -3.721 -0.718
C 3.944 -2.575 -1.457
C 2.814 -1.837 -1.173
N 1.940 -2.167 -0.220
H -1.790 -2.191 2.697
H 0.233 -5.668 4.041
H 3.438 -4.967 0.849
H 5.034 -4.341 -0.906
H 4.618 -2.252 -2.237
H 2.602 -0.935 -1.732
C -1.581 -4.515 -0.900
C -1.308 -3.173 -1.573
C -0.557 -3.331 -2.897
C -2.574 -2.361 -1.744
C -3.510 -2.813 -2.663
C -4.674 -2.104 -2.907
C -4.896 -0.906 -2.252
C -3.997 -0.419 -1.313
C -4.237 0.954 -0.710
C -4.245 2.024 -1.807
C -5.525 1.004 0.113
C -2.863 -1.189 -1.030
N -1.985 -0.809 0.043
C -2.456 -0.466 1.277
C -1.620 0.305 2.061
N -0.417 0.643 1.510
C 0.338 1.792 1.926
C 1.658 1.592 2.351
C 2.335 2.676 2.890
C 1.736 3.927 2.963
C 0.460 4.112 2.462
C -0.259 3.053 1.921
C -1.623 3.296 1.303
C -2.668 3.669 2.356
C -1.546 4.360 0.203
C 2.331 0.233 2.281
C 2.142 -0.538 3.589
C 3.799 0.317 1.877
H -0.654 -5.077 -0.767
H -2.259 -5.119 -1.506
H -2.038 -4.373 0.081
H -0.597 -2.649 -0.920
H -1.139 -3.900 -3.621
H 0.383 -3.863 -2.732
H -0.329 -2.356 -3.331
H -3.322 -3.732 -3.203
H -5.394 -2.474 -3.624
H -5.782 -0.329 -2.483
H -3.408 1.192 -0.049
H -5.075 1.876 -2.499
H -3.317 2.005 -2.380
H -4.355 3.014 -1.362
H -6.398 0.819 -0.516
H -5.647 1.987 0.570
H -5.527 0.255 0.908
H -3.444 -0.784 1.588
H -1.884 0.667 3.047
H 3.347 2.549 3.248
H 2.280 4.760 3.386
H 0.016 5.100 2.478
H -1.940 2.373 0.821
H -2.404 4.608 2.847
H -2.755 2.904 3.129
H -3.647 3.799 1.890
H -1.286 5.337 0.613
H -2.513 4.454 -0.292
H -0.800 4.096 -0.546
H 1.864 -0.371 1.486
H 2.591 0.015 4.417
H 2.619 -1.519 3.532
H 1.085 -0.688 3.816
H 4.407 0.753 2.670
H 3.928 0.916 0.974
H 4.186 -0.687 1.686
Br 4.922 0.875 -2.278
C 4.637 2.531 -3.157
C 5.397 2.788 -4.288
C 5.217 3.972 -4.987
C 4.276 4.893 -4.561
C 3.514 4.638 -3.430
C 3.698 3.460 -2.719
I 2.523 3.140 -1.023
H 6.125 2.058 -4.614
H 5.814 4.167 -5.868
H 4.130 5.816 -5.107
H 2.781 5.356 -3.093
S 0.550 0.144 -1.453
```

Summary:
Frontier orbital gap (Ha): 0.250
Total energy (a.u.): -5368.06908
LUMO level (eV): -4.12
Highest occupied orbital energy (eV): -10.9
Net charge: +1